Here is a structure of composition C21H40BaFO17V2 at a distorted geometry from the OMol25 dataset. Energies are from ωB97M-V/def2-TZVPD.

energy above the lowest of the compared OMol25 structures with the same formula, charge and spin	9.1	kcal/mol
2S+1	9
charge	+3
DFT total energy	-111989.7841	eV
gap between HOMO and LUMO (alpha / beta)	5.79 / 3.99	eV
<S²>	20.067

Each line ends with the Mulliken charge.
CARTESIAN COORDINATES (ANGSTROEM)
Ba 1.43446 -4.61442 -2.27761  1.88
V 0.25542 4.60837 -0.28938  0.88
V 4.43100 -1.24827 -1.66223  0.60
F 5.54973 -1.87612 -0.16868  -0.68
C 3.99387 2.94439 -1.18791  -0.70
C 2.75273 3.57541 -1.31906  1.02
C 1.70266 2.98198 -2.22792  0.54
O 0.55663 3.52563 -2.23881  -0.85
C 1.85899 1.78149 -2.92347  -0.40
C 3.07528 1.06771 -2.74768  0.53
C 4.18076 1.65415 -1.79347  0.70
O 5.00767 0.82071 -1.45471  -0.56
O 3.19485 -0.14936 -2.97696  -0.77
O 2.44098 4.43132 -0.45507  -0.67
H 4.76697 3.36678 -0.55560  0.59
H 1.05465 1.32956 -3.48486  0.60
C 1.46533 0.79177 0.31688  0.74
C 0.20503 1.27884 0.52326  -0.73
C -0.95951 0.37632 0.27989  -0.53
O -2.13545 0.76264 0.36779  -0.42
C -0.76218 -0.95632 -0.10135  0.05
C 0.56440 -1.53055 -0.32104  -0.90
C 1.76049 -0.58707 -0.00405  -0.42
O 2.93644 -0.87890 -0.23122  0.44
O 0.70516 -2.67378 -0.74145  -0.68
O 0.10953 2.53971 0.62455  0.09
H 2.32292 1.43150 0.45532  0.99
H -1.63002 -1.53409 -0.38613  1.34
C -2.72454 4.25856 0.85720  -0.40
O -1.90851 4.67552 -0.26863  -0.36
H -3.56050 3.62961 0.54779  0.15
H -2.12652 3.73370 1.59465  0.17
H -3.22030 5.12242 1.30507  0.36
H -2.54282 4.88790 -0.96577  0.26
C -5.01671 -0.07458 3.31580  -0.54
O -3.76664 0.58911 3.06868  -0.44
H -5.63450 -0.04697 2.41191  0.23
H -4.81466 -1.12580 3.54084  0.25
H -5.49131 0.46203 4.13013  0.24
H -3.32346 0.14083 2.34595  0.20
C 4.97979 0.74105 2.27829  -0.14
O 4.88191 -0.63998 2.57213  -0.55
H 5.88170 0.93706 1.69336  0.25
H 4.06621 1.09403 1.77107  -0.19
H 5.03622 1.31879 3.20073  0.37
H 5.01098 -1.10484 1.73722  0.24
C -1.75626 -3.30970 -3.06684  -0.63
O -1.22298 -4.36488 -2.26067  -0.48
H -1.95457 -3.50875 -4.12410  0.48
H -2.74900 -2.94808 -2.78675  0.24
H -1.09273 -2.43787 -3.00444  0.20
H -1.85124 -4.36751 -1.51465  0.29
C -5.20205 1.35239 -1.83023  -0.60
O -4.46978 0.17438 -1.49062  -0.62
H -4.57311 2.21320 -1.57753  0.12
H -5.54364 1.48315 -2.85556  0.35
H -6.09144 1.39955 -1.19707  0.29
H -3.76385 0.38383 -0.87493  0.34
C 1.43234 2.38047 3.83131  -0.13
O 1.13856 1.85856 5.11194  -0.52
H 2.46522 2.75808 3.76294  0.34
H 1.43700 1.59473 3.06208  -0.18
H 0.79122 3.23232 3.61633  0.24
H 1.81950 1.19088 5.26010  0.31
C -1.13935 -4.64768 1.70821  -0.44
O -1.85188 -4.14613 0.55057  -0.45
H -1.43210 -5.69054 1.80858  0.28
H -0.06394 -4.65996 1.52452  0.05
H -1.45470 -4.06495 2.56850  0.33
H -1.91907 -3.19785 0.65234  0.29
C -2.13798 0.95710 -3.43540  -0.33
O -2.69155 -0.32148 -3.61072  -0.53
H -2.88093 1.74816 -3.30804  0.21
H -1.48730 0.97386 -2.54516  -0.12
H -1.48447 1.37282 -4.20689  0.40
H -3.42318 -0.37772 -2.96312  0.44
C 2.84094 -4.49915 0.92164  0.04
O 2.14649 -5.52692 0.23666  -0.51
H 2.24859 -4.07454 1.73291  0.24
H 3.85488 -4.70029 1.27601  0.46
H 3.09469 -3.67770 0.23260  -0.45
H 2.40258 -6.36960 0.64005  0.28